This record from OMol25 describes a 5-piece molecular cluster, C43H70F6O24P4S overall at a distorted geometry. The level of theory is wB97M-V/def2-TZVPD.

XYZ file:
```
148
Properties=species:S:1:pos:R:3:forces:R:3
C 5.263 0.705 -0.847 1.0228 0.0250 -0.2734
C 5.346 1.891 -1.796 -0.4456 0.7167 0.5710
C 4.070 2.075 -2.595 0.9538 -0.4309 0.0972
O 4.154 3.330 -3.244 -0.5209 0.1609 0.2166
C 3.015 3.792 -3.964 0.4222 -0.3507 -0.5807
C 1.842 2.829 -4.061 -0.1356 0.1321 0.3084
C 0.774 3.018 -3.155 -0.1369 -0.4377 0.1357
C 0.771 4.189 -2.179 0.4850 0.0120 -0.2555
C 1.804 4.157 -1.043 -0.2776 0.2423 -0.0315
C 1.552 3.136 0.038 0.0152 0.8630 0.3019
F 0.447 3.454 0.734 -0.2946 -0.1592 -0.0072
F 1.430 1.881 -0.389 -0.0368 -0.3731 -0.1088
F 2.552 3.170 0.945 0.3386 -0.2652 -0.0625
C -0.309 2.133 -3.209 0.3788 0.1437 -0.2670
C -0.341 1.084 -4.132 0.4958 0.2041 -0.0839
C 0.697 0.887 -5.051 0.0626 -0.1534 -0.0362
C 0.577 -0.238 -6.070 0.3765 0.1281 -0.4495
O 1.376 -1.390 -5.849 -0.1926 0.2815 0.0866
C 1.987 -1.504 -4.596 0.4465 -0.9794 0.0515
C 2.667 -2.912 -4.487 -0.6709 0.3856 -0.3741
O 2.424 -3.696 -5.631 0.2493 -0.1155 0.3051
C 3.562 -4.306 -6.206 -0.1719 -0.5428 -0.5959
C 3.218 -5.727 -6.651 -0.3364 0.1302 -0.0964
C 1.792 1.784 -5.011 -0.6235 0.2450 0.5723
S 3.125 1.673 -6.202 1.1225 -0.6780 -0.5140
O 4.401 1.966 -5.627 -0.3071 0.5199 0.4229
O 3.078 0.483 -6.990 -0.6757 0.0501 -0.0788
C 2.759 3.083 -7.409 -0.4464 -0.2153 0.4738
F 1.752 3.840 -6.957 -0.1128 0.1716 0.0795
F 2.405 2.583 -8.572 0.0020 -0.1496 -0.3589
F 3.829 3.833 -7.544 0.3519 0.2138 -0.0981
C -1.559 0.199 -4.107 0.0419 0.4180 0.2762
O -1.523 -0.984 -4.276 0.0409 -0.7610 -0.2169
C -2.830 0.922 -3.810 -0.1337 0.3686 -0.0857
O -3.958 0.478 -4.439 0.1381 -0.1596 0.0223
C -2.813 1.928 -2.936 -0.3144 0.1646 -0.1922
C -4.008 2.748 -2.544 0.4319 0.1170 0.0528
C -4.554 2.403 -1.153 -0.4421 -0.1009 -0.4716
C -5.189 1.033 -1.103 0.3338 0.2358 0.3070
C -4.664 0.085 -0.221 -0.5825 -0.2489 -0.4956
C -5.231 -1.188 -0.155 0.0292 0.6773 -0.1194
C -6.327 -1.492 -0.956 0.2462 -0.2900 0.1176
C -6.849 -0.550 -1.834 0.2556 0.3176 0.0615
C -6.285 0.723 -1.908 0.1985 -0.6273 0.4193
C -1.511 2.262 -2.314 0.0185 -0.4920 -0.5662
O -1.430 2.590 -1.163 0.1424 0.4512 0.6942
H 5.140 -0.231 -1.389 -0.3350 -0.1137 0.1064
H 4.526 0.840 -0.064 -0.3407 -0.0662 -0.1280
H 6.221 0.627 -0.334 0.0522 -0.1251 0.1075
H 6.225 1.869 -2.435 -0.0053 -0.2356 -0.2068
H 5.452 2.795 -1.189 0.1140 0.0768 0.0274
H 3.244 2.004 -1.890 -0.3114 0.0472 -0.1523
H 4.021 1.253 -3.310 -0.3304 -0.0174 -0.1810
H 3.358 4.035 -4.967 0.1107 0.0539 -0.0597
H 2.707 4.734 -3.528 -0.1403 0.0625 0.0964
H 1.009 5.075 -2.763 -0.0765 0.1687 -0.0004
H -0.204 4.373 -1.750 -0.2046 -0.2267 -0.0150
H 1.732 5.109 -0.520 0.0067 0.1145 0.0677
H 2.826 4.105 -1.401 0.1094 -0.3341 -0.0387
H -0.448 -0.564 -6.185 -0.2182 0.0598 0.2426
H 0.875 0.168 -7.034 0.0583 -0.0600 -0.0963
H 1.268 -1.435 -3.778 -0.1038 0.3079 0.0238
H 2.791 -0.773 -4.471 -0.1197 0.3270 0.0940
H 2.233 -3.430 -3.630 0.1423 -0.0329 0.1966
H 3.732 -2.763 -4.328 0.1567 -0.1088 0.0566
H 3.840 -3.741 -7.098 0.3136 0.2458 0.1178
H 4.406 -4.359 -5.519 -0.0012 0.2817 0.1986
H 2.870 -5.744 -7.680 -0.0008 0.0038 -0.1178
H 2.394 -6.105 -6.050 0.0781 -0.1051 0.2128
H 4.070 -6.397 -6.569 0.0869 -0.0445 0.0166
H -4.151 1.079 -5.168 -0.1526 -0.0477 -0.0460
H -4.757 2.663 -3.326 -0.2294 -0.1231 0.0753
H -3.688 3.793 -2.537 0.0047 0.0964 0.0320
H -5.301 3.156 -0.909 -0.0215 0.0832 0.1989
H -3.740 2.475 -0.441 -0.0241 0.0494 0.1981
H -3.824 0.358 0.401 0.1034 -0.0096 0.0747
H -4.817 -1.911 0.533 -0.0731 -0.1678 -0.0127
H -6.738 -2.489 -0.889 -0.2293 -0.0078 -0.0790
H -7.684 -0.798 -2.473 -0.0977 -0.0757 0.0209
H -6.692 1.462 -2.581 -0.0451 0.0824 -0.0806
C 3.503 -4.581 1.634 -0.0767 -0.1498 -0.0230
O 4.601 -3.753 2.043 0.0205 0.1330 -0.0950
P 4.335 -2.340 2.691 0.0160 -0.0300 0.0147
O 5.559 -1.638 3.079 -0.3574 -0.1983 -0.5976
O 3.319 -2.602 3.888 -0.0204 0.0475 -0.0313
C 3.808 -3.306 5.042 0.0141 -0.0390 0.0972
O 3.416 -1.617 1.632 -0.0513 -0.0157 0.0760
C 2.915 -0.310 1.953 -0.1703 0.1964 0.0844
H 3.480 -5.467 2.267 0.0311 0.0163 0.0146
H 2.550 -4.060 1.708 0.0240 0.0461 0.0064
H 3.669 -4.881 0.602 0.0428 0.0383 -0.0038
H 4.875 -3.143 5.189 -0.0044 0.0376 -0.0186
H 3.612 -4.372 4.926 0.0152 0.0050 -0.0223
H 3.271 -2.934 5.910 -0.0373 0.0361 -0.0355
H 3.578 0.213 2.643 0.0632 -0.0537 -0.0204
H 1.923 -0.395 2.395 0.0197 -0.0693 0.0192
H 2.847 0.259 1.032 -0.0199 -0.0864 -0.0576
C -2.198 5.135 2.987 0.1463 0.1008 -0.0011
O -3.400 4.662 2.366 -0.0164 -0.1615 -0.0107
P -4.400 3.735 3.163 -0.0016 -0.0426 -0.0783
O -5.583 3.352 2.400 -0.0534 0.1751 -0.1129
O -4.700 4.509 4.525 0.0709 -0.0832 0.0204
C -5.489 5.703 4.446 -0.0933 0.1020 0.0116
O -3.481 2.547 3.656 0.0202 0.1074 0.1168
C -4.075 1.545 4.495 -0.0313 -0.1288 0.1166
H -2.267 6.216 3.107 -0.0368 -0.0062 -0.0107
H -2.033 4.675 3.960 -0.0356 -0.0336 -0.0085
H -1.361 4.898 2.334 -0.0387 -0.0451 -0.0252
H -6.178 5.664 3.602 0.0030 -0.0496 0.0010
H -4.832 6.567 4.345 0.0045 -0.0126 -0.0178
H -6.057 5.789 5.368 0.0333 -0.0445 0.0246
H -5.145 1.457 4.307 0.0081 0.0202 -0.0567
H -3.903 1.799 5.540 -0.0079 0.0361 -0.0144
H -3.595 0.597 4.267 0.0450 0.0360 -0.0533
C -10.628 -2.569 3.069 -0.1076 0.0870 0.0835
O -9.835 -2.822 1.902 0.1576 -0.0789 0.0488
P -9.493 -4.302 1.474 0.0248 0.0456 -0.0458
O -8.698 -4.395 0.254 -0.0517 0.1249 -0.1071
O -10.897 -5.057 1.419 0.0584 -0.0492 0.0821
C -11.797 -4.699 0.363 -0.0893 0.0058 -0.1100
O -8.842 -4.921 2.775 -0.1450 -0.0222 0.0209
C -8.485 -6.310 2.749 0.0302 -0.1672 0.0455
H -11.576 -2.133 2.759 0.0154 -0.0020 -0.0305
H -10.818 -3.476 3.639 0.0338 -0.0254 -0.0282
H -10.094 -1.857 3.695 0.0441 -0.0047 -0.0355
H -11.256 -4.355 -0.518 0.0394 -0.0237 0.0163
H -12.472 -3.915 0.709 0.0216 0.0100 0.0021
H -12.376 -5.582 0.104 0.0221 -0.0288 0.0500
H -8.267 -6.643 1.735 0.0103 0.0538 -0.0151
H -9.301 -6.902 3.163 -0.0205 0.0248 -0.0227
H -7.598 -6.437 3.364 -0.0020 0.0766 0.0169
C 6.905 -0.984 5.367 0.1889 -0.0469 0.1570
O 7.106 -1.618 6.656 0.1090 0.0044 -0.0426
P 8.403 -1.333 7.497 -0.0523 -0.0375 -0.0364
O 8.440 -2.025 8.782 -0.1239 0.0188 0.0585
O 8.516 0.257 7.596 0.0794 -0.0283 -0.0450
C 7.553 0.934 8.410 -0.0741 0.0755 0.0757
O 9.577 -1.670 6.491 -0.0060 0.1129 0.0134
C 10.921 -1.435 6.928 0.1585 0.0399 0.0005
H 6.064 -0.298 5.448 -0.0281 -0.0460 0.0386
H 7.788 -0.432 5.048 0.0286 -0.0203 0.0835
H 6.673 -1.744 4.629 0.1905 0.1132 0.3716
H 7.203 0.296 9.221 0.0400 -0.0231 -0.0023
H 6.708 1.243 7.794 -0.0021 -0.0211 0.0013
H 8.032 1.815 8.831 0.0431 -0.0076 -0.0356
H 11.002 -1.506 8.013 -0.0444 -0.0294 0.0004
H 11.242 -0.447 6.599 -0.0329 0.0078 0.0139
H 11.556 -2.191 6.474 -0.0600 -0.0265 -0.0370
```
Positions in Å, forces in eV/Å.

Properties
**Charge**: 0
**SMILES**: CCCOCc1c(CCC(F)(F)F)c2c(c(COCCOCC)c1S(=O)(=O)C(F)(F)F)C(=O)C(O)=C(CCc1ccccc1)C2=O.COP(=O)(OC)OC.COP(=O)(OC)OC.COP(=O)(OC)OC.COP(=O)(OC)OC
**Energy**: -159168.4967 eV